{"formula": "C31H36GeP2Tl", "method": "wB97M-V/def2-TZVPD", "orbital_gap_ev": 4.73, "homo_energy_ev": -2.12, "e_lumo_ev": 2.61, "total_energy_ha": -4134.90612, "multiplicity": 1, "charge": -1, "symbols": ["Tl", "C", "C", "P", "C", "C", "C", "C", "C", "C", "C", "C", "C", "C", "C", "C", "C", "P", "C", "C", "C", "C", "C", "C", "C", "C", "C", "C", "C", "C", "H", "H", "H", "H", "H", "H", "H", "H", "H", "H", "H", "H", "H", "H", "H", "H", "H", "H", "H", "H", "H", "H", "H", "H", "H", "H", "C", "Ge", "C", "C", "C", "H", "H", "H", "H", "H", "H", "H", "H", "H", "H"], "xyz": [[2.03, -0.65, 1.34], [-1.51, 1.47, 2.72], [-0.69, 2.56, 2.00], [0.58, 1.98, 0.76], [1.69, 3.45, 0.87], [2.62, 3.45, 1.91], [3.50, 4.51, 2.08], [3.48, 5.58, 1.19], [2.58, 5.58, 0.14], [1.69, 4.52, -0.02], [-0.18, 2.24, -0.88], [0.58, 1.75, -1.95], [0.16, 1.92, -3.26], [-1.05, 2.54, -3.53], [-1.84, 2.99, -2.48], [-1.40, 2.86, -1.16], [-2.24, 0.49, 1.79], [-1.10, -0.86, 1.25], [-2.15, -1.89, 0.17], [-1.47, -2.73, -0.72], [-2.18, -3.62, -1.52], [-3.56, -3.70, -1.43], [-4.24, -2.84, -0.57], [-3.54, -1.94, 0.22], [-1.10, -1.94, 2.74], [-0.25, -3.05, 2.69], [-0.09, -3.88, 3.79], [-0.78, -3.61, 4.97], [-1.65, -2.54, 5.02], [-1.82, -1.72, 3.91], [-2.25, 1.98, 3.35], [-0.86, 0.92, 3.40], [-0.12, 3.12, 2.73], [-1.37, 3.26, 1.51], [2.65, 2.60, 2.58], [4.21, 4.50, 2.89], [4.17, 6.40, 1.32], [2.56, 6.41, -0.56], [0.99, 4.53, -0.85], [1.50, 1.21, -1.73], [0.78, 1.55, -4.07], [-1.39, 2.65, -4.55], [-2.79, 3.46, -2.68], [-2.02, 3.24, -0.36], [-2.58, 1.01, 0.88], [-3.13, 0.07, 2.27], [-0.38, -2.63, -0.80], [-1.64, -4.26, -2.21], [-4.11, -4.42, -2.03], [-5.33, -2.87, -0.52], [-4.09, -1.29, 0.89], [0.27, -3.28, 1.76], [0.58, -4.73, 3.73], [-0.63, -4.23, 5.85], [-2.21, -2.34, 5.93], [-2.50, -0.88, 3.97], [3.49, -0.63, -3.43], [2.16, -1.77, -2.48], [0.47, -1.44, -3.48], [2.68, -3.59, -3.09], [2.13, -1.66, -0.61], [3.35, -0.68, -4.52], [4.50, -0.99, -3.20], [3.43, 0.42, -3.11], [0.68, -1.23, -4.53], [-0.10, -0.60, -3.06], [-0.17, -2.33, -3.43], [2.69, -3.65, -4.18], [1.97, -4.33, -2.70], [3.67, -3.84, -2.71], [2.69, -2.55, -0.28]], "lowdin_charge": [0.2783, -0.3040, -0.3323, 0.9303, -0.3595, -0.1121, -0.0922, -0.1094, -0.0946, -0.0773, -0.3806, -0.1044, -0.0920, -0.0901, -0.0930, -0.1037, -0.3791, 0.9718, -0.3487, -0.0973, -0.0858, -0.1051, -0.1029, -0.0937, -0.3677, -0.1328, -0.0836, -0.1070, -0.0999, -0.0941, 0.1026, 0.0909, 0.0754, 0.0654, 0.0817, 0.0981, 0.0943, 0.0961, 0.0978, 0.0855, 0.1060, 0.0976, 0.0949, 0.0850, 0.0766, 0.0557, 0.0629, 0.1001, 0.0936, 0.0930, 0.0895, 0.0866, 0.1014, 0.0938, 0.0946, 0.0876, -0.2606, 0.5638, -0.2408, -0.2569, -0.6476, -0.0023, -0.0007, -0.0107, 0.0057, -0.0137, -0.0106, 0.0007, -0.0022, 0.0019, -0.1702]}

=====

{"formula": "C2H7NO3S2", "method": "wB97M-V/def2-TZVPD", "orbital_gap_ev": 9.66, "homo_energy_ev": -9.41, "e_lumo_ev": 0.25, "total_energy_ha": -1157.18991, "multiplicity": 1, "smiles": "CN[C@H](S)S(=O)(=O)O", "symbols": ["C", "N", "C", "S", "S", "O", "O", "O", "H", "H", "H", "H", "H", "H", "H"], "xyz": [[-0.62, -1.85, -1.31], [-0.56, -0.93, -0.12], [-0.22, 0.39, -0.35], [1.25, 0.70, -1.70], [0.47, 1.20, 1.21], [1.42, 0.33, 1.91], [0.99, 2.50, 0.91], [-0.92, 1.46, 2.00], [-0.26, -2.89, -1.06], [-1.68, -2.01, -1.54], [-0.09, -1.48, -2.20], [-0.08, -1.30, 0.76], [-1.05, 0.97, -0.74], [2.14, 0.94, -0.61], [-0.78, 1.98, 2.84]], "lowdin_charge": [-0.1041, -0.1595, -0.6111, 0.6457, 0.5847, -0.2983, -0.3180, -0.1870, 0.0990, 0.0695, 0.0309, 0.1372, 0.0896, -0.1097, 0.1311]}

=====

{"formula": "C23H24F5N3NiSTe", "method": "wB97M-V/def2-TZVPD", "orbital_gap_ev": [5.76, 5.90], "homo_energy_ev": [-7.05, -7.06], "e_lumo_ev": [-1.29, -1.15], "total_energy_ha": -3728.91828, "multiplicity": 1, "symbols": ["Ni", "N", "C", "C", "C", "C", "C", "C", "H", "H", "H", "H", "H", "H", "H", "F", "C", "F", "C", "F", "F", "F", "C", "C", "C", "C", "C", "C", "Te", "C", "C", "C", "H", "H", "H", "H", "H", "H", "H", "H", "H", "H", "H", "N", "C", "S", "C", "C", "C", "N", "C", "C", "H", "H", "H", "H", "H", "H"], "xyz": [[1.07, -0.02, 0.05], [2.31, 0.26, 2.01], [2.50, 1.40, 2.81], [1.48, 1.81, 3.67], [1.64, 2.95, 4.44], [2.82, 3.66, 4.39], [3.84, 3.26, 3.54], [3.68, 2.14, 2.74], [1.83, -0.47, 2.54], [3.20, -0.10, 1.68], [0.57, 1.22, 3.73], [0.84, 3.27, 5.09], [2.95, 4.54, 5.01], [4.76, 3.81, 3.51], [4.46, 1.83, 2.07], [2.95, -1.34, -2.04], [2.78, -0.52, -0.95], [3.99, -0.62, -0.27], [2.72, 0.91, -1.51], [1.54, 1.08, -2.16], [2.72, 1.82, -0.52], [3.67, 1.28, -2.37], [-2.89, -6.39, -2.74], [-2.39, -5.26, -1.90], [-2.98, -4.92, -0.69], [-2.49, -3.90, 0.10], [-3.17, -3.61, 1.41], [-1.37, -3.17, -0.32], [-0.43, -1.79, 1.01], [-0.80, -3.45, -1.56], [0.37, -2.69, -2.10], [-1.30, -4.50, -2.32], [-3.79, -6.84, -2.31], [-2.13, -7.16, -2.83], [-3.11, -6.04, -3.75], [-3.84, -5.49, -0.35], [-4.14, -4.10, 1.46], [-3.31, -2.54, 1.54], [-2.55, -3.98, 2.22], [0.36, -1.64, -1.79], [0.38, -2.73, -3.19], [1.30, -3.14, -1.74], [-0.82, -4.74, -3.25], [-2.76, 5.37, -2.27], [-1.72, 5.32, -1.43], [-0.96, 6.72, -1.00], [-1.24, 4.02, -0.94], [-0.42, 3.95, 0.19], [0.05, 2.73, 0.62], [-0.26, 1.58, 0.02], [-1.07, 1.63, -1.04], [-1.56, 2.81, -1.56], [-3.02, 6.27, -2.64], [-3.30, 4.56, -2.54], [-0.15, 4.86, 0.71], [0.71, 2.66, 1.47], [-1.34, 0.68, -1.50], [-2.15, 2.78, -2.46]], "lowdin_charge": [0.1113, 0.0771, -0.3255, -0.0608, -0.0863, -0.0982, -0.0813, -0.0313, 0.0596, 0.0883, 0.1186, 0.1046, 0.0990, 0.1049, 0.1150, 0.0373, -0.3433, 0.0170, -0.5898, 0.1166, 0.1296, 0.1737, -0.0554, -0.2752, -0.0238, -0.3362, -0.1102, -0.4992, 1.0176, -0.3223, -0.1038, -0.0249, 0.0719, 0.0806, 0.0783, 0.1114, 0.0729, 0.0462, 0.0746, 0.0079, 0.0835, 0.0886, 0.1177, 0.0853, -0.8153, 0.7007, -0.2207, -0.0102, -0.0783, -0.0069, -0.1129, 0.0127, 0.0956, 0.1001, 0.0851, 0.0986, 0.1183, 0.1115]}